--- A ---
ORCA calculation (ωB97M-V/def2-TZVPD) on an isolated ion of composition C2H6N3S2 and charge +1.

XYZ file:
```
13
Properties=species:S:1:pos:R:3:mulliken_charge:R:1
C -0.1426 -1.2138 -0.3681 -0.62
C -0.5230 0.2302 -0.5540 -0.19
N 0.8730 0.9517 -0.6601 -0.47
N 1.8265 0.3637 -0.0824 0.25
N -1.1423 0.7649 0.7550 -0.23
S 3.2639 0.8854 0.0387 -0.02
S 1.4165 -1.4710 0.5719 0.08
H -0.8393 -1.9015 0.1940 0.40
H -0.1584 -1.6669 -1.4120 0.34
H -1.0116 0.5063 -1.5490 0.38
H -1.9603 0.2097 1.0067 0.34
H -1.2262 1.7272 0.6158 0.34
H -0.3763 0.6141 1.4435 0.40
```

Calculated values
Total charge ... +1
Spin multiplicity ... 1
SMILES ... [NH3+][C@@H]1CS[N+]([S-])=N1
HOMO-LUMO gap ... 8.00 eV
HOMO level ... -12.86 eV



--- B ---
ORCA calculation (ωB97M-V/def2-TZVPD) on a 3-piece molecular cluster, C2H6N3S2 overall.

XYZ file:
```
13
Properties=species:S:1:pos:R:3:mulliken_charge:R:1
C -0.0806 0.7493 1.0964 -0.38
C 0.3916 1.6774 1.8810 0.21
N -0.2311 -3.2760 -0.2499 -0.22
N 0.8149 2.6470 2.5022 -0.25
N -1.3466 -3.2325 -0.0445 0.27
S -2.8168 -3.1079 0.3280 -0.04
S 0.6131 -0.6206 -3.5671 -0.29
H -0.0393 -0.0804 0.3516 0.44
H 0.7791 -0.2348 -4.7799 0.15
H 0.6261 2.7100 3.5306 0.35
H 1.7015 3.1268 2.1618 0.35
H -0.7691 1.4853 0.6203 0.26
H 0.3572 -1.8435 -3.8306 0.14
```

Calculated values
Total charge ... +1
Spin multiplicity ... 1
HOMO-LUMO gap ... 7.62 eV
HOMO level ... -12.25 eV



Most favorable structure: A. The second most favorable one is 0.0214 hartree above it.



--- A ---
ORCA calculation (ωB97M-V/def2-TZVPD) on an isolated ion of composition N3O and charge +1.

XYZ file:
```
4
Properties=species:S:1:pos:R:3:mulliken_charge:R:1
N 1.3373 -0.7708 -0.4513 0.16
N -0.3694 0.6655 0.3348 0.18
N 0.4071 -0.3080 -0.1871 0.64
O -1.6114 0.5531 0.3875 0.01
```

Calculated values
Total charge ... +1
Spin multiplicity ... 1
SMILES ... N#[N+]N=O
HOMO-LUMO gap (alpha / beta) ... 9.22 / 9.22 eV
HOMO level (alpha / beta) ... -19.45 / -19.45 eV



--- B ---
ORCA calculation (ωB97M-V/def2-TZVPD) on a 2-piece molecular cluster, N3O overall.

XYZ file:
```
4
Properties=species:S:1:pos:R:3:mulliken_charge:R:1
N -2.4841 -0.0485 0.0035 -0.12
N 1.4068 0.0111 -0.0179 0.80
N -1.4038 0.0529 0.0016 0.12
O 2.4811 -0.0155 0.0129 0.20
```

Calculated values
Total charge ... +1
Spin multiplicity ... 1
HOMO-LUMO gap ... 8.64 eV
HOMO level ... -18.77 eV



Most favorable structure: B. The second most favorable one is 0.1394 hartree above it.



--- A ---
ORCA calculation (ωB97M-V/def2-TZVPD) on a 12-piece molecular cluster, C18H60N10O12 overall.

XYZ file:
```
100
Properties=species:S:1:pos:R:3:mulliken_charge:R:1
C 0.3256 0.8328 0.1602 0.18
C -0.0014 -0.6562 0.2322 0.72
O -1.1114 -0.7942 -0.6318 1.95
H 1.1966 1.0768 0.7022 0.73
H -0.5934 1.3638 0.4252 -0.21
H 0.5266 1.1508 -0.8738 -0.58
H -0.3074 -0.8982 1.2392 -0.48
H 0.7496 -1.3752 -0.1828 -0.46
H -0.7424 -0.6592 -1.5158 -0.61
C -2.1194 -0.8702 3.4132 -0.31
C -3.0094 -0.3392 2.3132 1.08
O -4.1274 0.1188 2.9822 -0.59
H -1.5134 -0.0382 3.6692 0.04
H -1.4134 -1.7072 3.1492 -0.53
H -2.6904 -1.2862 4.2722 0.50
H -3.2984 -1.0812 1.5232 -0.01
H -2.5734 0.5308 1.7582 -0.58
H -4.6314 -0.6392 3.3532 0.35
C -2.9484 1.9218 -1.5328 -0.59
C -3.7804 0.6848 -1.3778 0.00
O -3.4954 -0.2302 -2.4108 -0.66
H -1.9184 1.7288 -1.2908 -0.43
H -3.2304 2.6338 -0.7848 0.50
H -3.0454 2.3598 -2.5378 0.44
H -4.8664 0.8948 -1.3158 0.45
H -3.5604 0.2168 -0.3678 -0.15
H -3.8914 -1.0692 -2.1728 0.31
C 2.4366 -2.4802 -4.1348 -1.45
C 2.2006 -2.2532 -2.6818 0.39
O 1.8036 -0.8852 -2.5448 -0.77
H 1.4856 -2.3322 -4.5938 0.19
H 2.7536 -3.4862 -4.3408 0.44
H 3.0696 -1.7582 -4.6268 0.36
H 3.1396 -2.4212 -2.0918 0.47
H 1.3586 -2.9252 -2.4748 -0.10
H 0.8956 -0.8532 -2.8498 0.00
C 0.3306 2.3368 -3.4838 -0.33
C 1.2226 3.3498 -2.8138 -0.41
O 0.7406 4.6378 -3.1168 -0.65
H 0.7046 1.3148 -3.2338 -0.15
H 0.3796 2.3088 -4.5798 0.52
H -0.6754 2.6318 -3.2928 0.34
H 2.2896 3.3578 -3.1938 0.27
H 1.2596 3.3178 -1.7018 0.13
H 0.6756 4.6458 -4.0578 0.33
C 1.7816 -3.8872 1.6192 -0.71
C 0.7366 -3.8542 2.6722 -0.17
O 0.9406 -2.8602 3.6932 -0.60
H 2.7706 -3.9022 2.1272 0.45
H 1.8296 -2.9382 1.0872 -0.23
H 1.5856 -4.7112 0.9202 0.27
H 0.7686 -4.7802 3.2372 0.48
H -0.3094 -3.8032 2.3682 0.28
H 0.3386 -3.0652 4.4292 0.32
C -0.6144 4.5008 0.4192 0.56
O 0.4436 3.6468 0.8392 -0.75
N -1.5984 4.7528 1.1802 -0.36
N -0.7294 5.0028 -0.8038 -0.26
H -1.5584 4.4288 2.1862 0.22
H -2.4964 5.0878 0.9102 0.20
H -0.0384 4.7998 -1.5658 0.19
H -1.4124 5.8178 -1.0138 0.21
C -1.2874 2.7888 3.8302 0.54
O -2.0054 1.9438 4.7272 -0.69
N -1.4694 4.0388 3.7002 -0.48
N -0.3494 2.3898 3.0572 0.32
H -2.2164 4.4128 4.2692 0.22
H -0.6644 4.7678 3.5332 0.43
H -0.3044 1.4038 3.0442 -0.42
H -0.1264 2.8608 2.1692 -0.02
C -1.3504 -4.1112 -0.3978 0.18
O -0.1754 -3.8552 -1.0918 -0.60
N -2.2514 -3.2112 -0.1658 -0.18
N -1.6884 -5.2232 0.1842 -0.40
H -1.8044 -2.2852 -0.3018 -0.26
H -2.9014 -3.2952 0.6012 0.32
H -0.8454 -5.9002 0.3822 0.32
H -2.5274 -5.4092 0.8292 0.23
C 2.3146 0.2678 2.9082 0.08
O 1.2856 0.3298 3.8442 -0.75
N 2.9606 1.3458 2.4682 -0.06
N 2.7336 -0.8392 2.3522 -0.16
H 2.6826 2.2178 2.9612 0.27
H 3.7266 1.2448 1.9252 0.23
H 2.2766 -1.6982 2.7132 -0.02
H 3.6756 -0.9072 1.9022 0.45
C 4.6296 0.1248 -0.1778 0.57
O 5.0316 0.6198 1.0242 -0.84
N 5.4206 0.0408 -1.1938 -0.32
N 3.3726 -0.2072 -0.3718 0.61
H 6.3986 0.3468 -1.0178 0.28
H 5.2886 -0.5262 -2.0398 0.20
H 2.8026 -0.3702 0.4962 -0.96
H 2.9356 -0.5502 -1.2778 0.48
C -1.2834 -1.8732 -3.6668 -0.83
O -0.8764 -0.5962 -3.3408 -0.64
H -2.0924 -1.8292 -4.3488 0.55
H -1.4884 -2.4882 -2.8148 0.02
H -0.5564 -2.3942 -4.2118 0.24
H -1.7054 -0.1922 -3.1928 0.35
```

Calculated values
Spin multiplicity ... 1
SMILES ... NC(N)=O.NC(N)=O.NC(N)=O.NC(N)=O.NC(N)=O.CCO.CCO.CCO.CCO.CCO.CCO.CO
HOMO-LUMO gap ... 8.30 eV
HOMO level ... -8.02 eV



--- B ---
ORCA calculation (ωB97M-V/def2-TZVPD) on a 12-piece molecular cluster, C18H60N10O12 overall.

XYZ file:
```
100
Properties=species:S:1:pos:R:3:mulliken_charge:R:1
C -2.5611 2.8911 4.3697 -1.40
C -3.7543 2.6110 3.4716 0.87
O -4.7474 1.9013 4.2568 -0.61
H -2.9294 3.4845 5.1961 0.40
H -1.8396 3.5727 3.8573 0.22
H -2.0064 2.0592 4.7504 0.31
H -3.3513 2.0109 2.6483 -0.04
H -4.0714 3.6004 3.1377 -0.16
H -5.0602 1.1949 3.6502 0.35
C -4.6181 6.7985 -4.1508 0.32
C -4.8410 7.5391 -5.4202 -1.10
O -3.6485 8.1605 -5.8041 -0.55
H -5.5441 6.7525 -3.4829 0.24
H -3.9112 7.3779 -3.5274 -0.04
H -4.1708 5.8298 -4.3148 -0.14
H -5.6265 8.1656 -5.2851 0.53
H -5.2381 6.8741 -6.1363 0.38
H -3.8474 8.8625 -6.4955 0.30
C -8.8262 5.2529 -2.4679 -1.53
C -7.5312 4.9959 -1.7437 0.66
O -7.4610 3.6487 -1.3571 -0.76
H -8.9081 6.3346 -2.6258 0.40
H -9.5946 4.8321 -1.8912 0.41
H -8.7463 4.6660 -3.3444 0.27
H -7.4112 5.6708 -0.8365 0.35
H -6.7155 5.1970 -2.4054 -0.24
H -7.1080 3.6180 -0.4826 -0.16
C -2.5676 1.1498 -1.0081 -1.18
C -3.7209 0.9867 -0.0811 1.18
O -3.7732 -0.3403 0.5202 -0.65
H -2.5449 2.1272 -1.5447 0.01
H -2.6083 0.3808 -1.7867 0.39
H -1.6070 0.9958 -0.5323 0.45
H -4.6356 1.0324 -0.6593 0.16
H -3.8056 1.7236 0.7469 -0.79
H -4.4642 -0.2465 1.1916 0.32
C -7.7214 4.5980 1.6624 -0.95
C -7.1306 3.2861 2.0733 -0.18
O -6.5608 2.6347 0.9735 -0.65
H -8.5437 4.4419 0.9994 0.30
H -7.0122 5.2588 1.2094 -0.24
H -8.1212 5.0576 2.5660 0.59
H -7.9248 2.7333 2.4825 0.70
H -6.4588 3.4032 2.8253 0.29
H -6.3973 1.7092 1.2551 0.19
C -0.7157 4.7751 -2.5595 -0.58
C -1.2063 4.5917 -3.9932 0.12
O -0.1213 4.2423 -4.8156 -0.57
H 0.1950 5.3035 -2.6389 0.51
H -0.5748 3.8804 -2.0142 0.22
H -1.4063 5.3903 -1.9464 -0.13
H -1.5737 5.5536 -4.3942 0.20
H -2.0935 3.9359 -4.0642 -0.20
H 0.2903 5.0947 -5.0984 0.38
C -1.0883 4.8775 1.5344 0.15
O -0.0715 4.7204 2.4634 -0.77
N -1.8892 3.9083 1.1728 0.49
N -1.3484 5.9943 0.8365 -0.24
H -1.7148 2.9806 1.5787 0.21
H -2.7856 4.0590 0.7180 -0.73
H -0.7413 6.8795 0.9117 0.30
H -1.8850 5.9025 -0.0285 0.01
C -5.3075 8.9745 -0.3662 0.35
O -5.5798 7.9391 0.4847 -0.72
N -4.5405 8.7688 -1.3895 -0.06
N -5.7549 10.1758 -0.1490 -0.40
H -4.1782 7.8186 -1.5100 0.06
H -4.4435 9.4617 -2.1464 0.24
H -6.3070 10.3540 0.6763 0.28
H -5.6357 10.9909 -0.7794 0.17
C -7.0691 2.9459 -4.9626 0.73
O -6.1936 4.0141 -5.0459 -0.57
N -7.6348 2.5025 -3.9245 -0.33
N -7.4006 2.2717 -6.0031 -0.43
H -7.6092 3.0336 -3.0361 0.19
H -8.1834 1.6372 -3.8744 0.24
H -7.1282 2.5983 -6.9272 0.30
H -8.0878 1.5006 -6.0351 0.15
C -4.3182 4.8206 -0.8876 0.38
O -3.9188 6.0634 -1.2346 -0.52
N -4.4662 3.8682 -1.7794 1.81
N -4.5290 4.5492 0.3226 2.76
H -4.3948 4.2552 -2.7092 -0.76
H -4.8196 2.9237 -1.7209 -0.48
H -4.2497 5.2744 0.9811 -0.89
H -5.1658 3.7691 0.5626 -0.83
C -3.9139 6.3028 2.9566 0.05
O -2.8993 5.8685 3.7994 -0.69
N -5.1628 6.0867 3.2761 -0.17
N -3.7570 6.7156 1.7374 -0.32
H -5.2691 5.4478 4.1099 0.35
H -5.8946 6.2286 2.5505 0.16
H -2.7158 6.5866 1.4352 0.21
H -4.4087 7.1717 1.1245 0.35
C -4.2205 1.4665 -3.9995 -0.85
O -5.3314 1.1112 -3.1368 -0.59
H -3.9309 2.4822 -4.0758 0.25
H -4.5446 1.0385 -4.9454 0.43
H -3.3150 0.9396 -3.7553 0.25
H -6.0403 1.7671 -3.3760 0.34
```

Calculated values
Spin multiplicity ... 1
SMILES ... NC(N)=O.NC(N)=O.NC(N)=O.NC(N)=O.NC(N)=O.CCO.CCO.CCO.CCO.CCO.CCO.CO
HOMO-LUMO gap ... 8.28 eV
HOMO level ... -8.47 eV



Most favorable structure: B. The second most favorable one is 0.0321 hartree above it.



--- A ---
ORCA calculation (ωB97M-V/def2-TZVPD) on a 2-piece molecular cluster, C4H5BrO overall.

XYZ file:
```
11
Properties=species:S:1:pos:R:3:mulliken_charge:R:1
C -0.2383 -0.2906 -1.0960 -0.05
C -0.6035 0.2275 -2.2141 -0.12
C -1.3250 0.8132 -1.0239 -0.59
C 1.4477 -0.3857 2.0679 -0.11
O 1.4007 -0.9871 3.1837 -0.36
Br -0.5759 0.4405 -4.0268 -0.10
H -2.3283 0.6418 -0.8962 0.25
H -1.0968 1.7898 -0.6512 0.20
H 2.1356 0.4657 2.2366 0.11
H 0.4464 -1.0569 -0.7833 0.42
H 0.7375 -1.6583 3.2033 0.36
```

Calculated values
Spin multiplicity ... 1
HOMO-LUMO gap ... 9.49 eV
HOMO level ... -8.76 eV



--- B ---
ORCA calculation (ωB97M-V/def2-TZVPD) on one molecule with the formula C4H5BrO.

XYZ file:
```
11
Properties=species:S:1:pos:R:3:mulliken_charge:R:1
C 2.2168 -1.1907 0.5389 -0.06
C 1.2007 -0.7725 0.0339 -0.45
C 0.0862 -0.2527 -0.8109 -0.34
C -0.8157 0.5988 0.1790 -0.20
O -2.0512 0.7644 -0.2429 -0.46
Br 0.1112 2.3629 0.5895 -0.22
H 2.9522 -1.7980 1.0595 0.41
H 0.3942 0.3663 -1.6467 0.34
H -0.5984 -1.1721 -1.0088 0.24
H -0.7247 -0.0015 1.0788 0.41
H -2.7715 1.0953 0.2297 0.34
```

Calculated values
Spin multiplicity ... 1
SMILES ... C#CC[C@H](O)Br
HOMO-LUMO gap ... 10.58 eV
HOMO level ... -9.95 eV



Most favorable structure: B. The second most favorable one is 0.1332 hartree above it.



--- A ---
ORCA calculation (ωB97M-V/def2-TZVPD) on one molecule with the formula C18H26O5.

XYZ file:
```
49
Properties=species:S:1:pos:R:3:mulliken_charge:R:1
C -5.1806 -3.4817 -0.0983 -1.14
C -5.2687 -2.1108 0.5559 -0.29
H -5.5419 -2.1916 1.6097 0.34
H -5.9940 -1.4841 0.0272 0.34
O -3.9989 -1.4522 0.5551 -0.27
C -3.6597 -0.7900 -0.5434 -0.06
O -4.3401 -0.7022 -1.5308 -0.61
C -2.3091 -0.0969 -0.3887 1.02
C -2.6568 1.2851 0.1623 0.06
O -2.9042 1.5126 1.3153 -0.57
O -2.6626 2.1855 -0.8132 -0.34
C -3.0691 3.5163 -0.4774 -0.23
C -4.5852 3.6375 -0.4580 -1.11
H -4.9980 3.3033 -1.4067 0.30
H -4.9971 3.0253 0.3405 0.31
H -4.8671 4.6728 -0.2896 0.39
H -2.6515 3.7780 0.5003 0.31
H -2.6313 4.1474 -1.2528 0.32
H -1.8851 0.0324 -1.3873 0.42
C -1.3570 -0.8301 0.5547 -1.02
C 0.0302 -0.1954 0.5322 -0.21
C 0.9854 -0.9101 1.4926 -0.95
O 2.2757 -0.3436 1.4925 -0.42
C 3.1292 -0.5988 0.4573 0.36
C 2.8939 -1.4784 -0.5901 -0.63
C 3.8690 -1.6514 -1.5606 -0.89
C 5.0607 -0.9615 -1.4997 -0.89
C 5.3114 -0.0747 -0.4529 0.55
C 4.3401 0.0951 0.5143 0.01
H 4.4803 0.7644 1.3466 0.42
C 6.6325 0.6502 -0.4298 -0.14
C 6.8063 1.6652 0.6919 -1.45
H 6.7563 1.1814 1.6643 0.34
H 6.0377 2.4327 0.6405 0.36
H 7.7772 2.1483 0.6028 0.37
H 7.4282 -0.0982 -0.3605 0.30
H 6.7579 1.1564 -1.3919 0.33
H 5.8085 -1.1060 -2.2659 0.40
H 3.6843 -2.3372 -2.3748 0.36
H 1.9741 -2.0361 -0.6669 0.41
H 0.6303 -0.7902 2.5201 0.38
H 1.0286 -1.9836 1.2679 0.38
H -0.0364 0.8528 0.8294 0.20
H 0.4409 -0.2283 -0.4796 0.42
H -1.2905 -1.8785 0.2574 0.45
H -1.7681 -0.7859 1.5640 0.37
H -4.9143 -3.3759 -1.1471 0.31
H -4.4285 -4.0887 0.3997 0.29
H -6.1427 -3.9805 -0.0287 0.40
```

Calculated values
Spin multiplicity ... 1
SMILES ... CCOC(=O)C(CCCOc1cccc(CC)c1)C(=O)OCC
HOMO-LUMO gap ... 9.16 eV
HOMO level ... -8.35 eV



--- B ---
ORCA calculation (ωB97M-V/def2-TZVPD) on one molecule with the formula C18H26O5.

XYZ file:
```
49
Properties=species:S:1:pos:R:3:mulliken_charge:R:1
O 2.5329 0.3666 -2.2952 -0.70
O 1.9310 -1.0063 2.6489 -0.54
O -1.9492 4.1677 0.3811 -0.59
O 0.0143 -0.8848 1.4292 -0.55
O 1.4548 2.0487 -1.0787 -0.32
C 1.7640 0.7480 -1.3486 0.05
C 0.7227 -1.3058 2.5085 0.62
C -1.0008 3.8867 -0.3755 0.73
C 0.6091 0.0888 0.7374 0.42
C 0.7368 2.4101 0.0527 0.39
C 1.1291 -0.2771 -0.5789 0.51
C 0.4649 1.4937 1.0455 0.89
C -0.0860 -1.9508 3.6501 -1.19
C -1.1681 3.5125 -1.8785 -1.27
C 0.4007 3.8661 0.1916 -0.52
C 0.8235 -2.8331 -3.9449 -1.01
C 2.6073 2.4133 4.9537 -1.40
C 0.9973 -1.7275 -1.1328 -0.99
C -0.2044 1.8215 2.3392 -1.13
C -0.3625 -2.9177 -2.9783 -0.48
C 1.8500 1.6006 3.9212 -0.11
C -0.2585 -1.7447 -2.1059 -0.61
C 0.8045 2.5673 3.3011 -0.84
H -1.0847 -2.1987 3.3010 0.32
H 0.4290 -2.8907 4.0009 0.39
H -0.1304 -1.2933 4.5850 0.27
H -0.3058 3.5284 -2.3869 0.43
H -2.0083 4.0025 -2.3417 0.42
H -1.4982 2.4150 -1.9287 0.18
H 1.1299 4.3501 -0.5200 0.46
H 0.3632 4.3249 1.2746 0.19
H 0.9040 -3.7205 -4.5852 0.36
H 1.8079 -2.7234 -3.4485 0.25
H 0.5766 -1.9001 -4.5291 0.28
H 3.5521 1.8041 5.2696 0.34
H 2.9452 3.4016 4.5707 0.33
H 1.9599 2.4548 5.8319 0.36
H 2.0128 -2.0838 -1.4541 0.50
H 0.8287 -2.4617 -0.2684 0.19
H -1.0483 2.5575 2.0661 0.32
H -0.6662 1.0047 2.8593 0.49
H -1.3170 -2.7530 -3.5751 0.26
H -0.4014 -3.8531 -2.3919 0.34
H 2.4811 1.3681 3.0127 0.29
H 1.5498 0.7117 4.4059 0.08
H -1.1702 -1.6796 -1.4529 0.25
H -0.3174 -0.8596 -2.7516 0.35
H 0.1768 2.7868 4.1162 0.46
H 1.3470 3.2933 2.8267 0.52
```

Calculated values
Spin multiplicity ... 1
SMILES ... CCCCc1c(CC(C)=O)oc(=O)c(CCCC)c1OC(C)=O
HOMO-LUMO gap ... 8.19 eV
HOMO level ... -8.40 eV



Most favorable structure: A. The second most favorable one is 0.1327 hartree above it.



--- A ---
ORCA calculation (ωB97M-V/def2-TZVPD) on one molecule with the formula FHOS.

XYZ file:
```
4
Properties=species:S:1:pos:R:3:mulliken_charge:R:1
O -1.7195 1.1795 0.4334 -0.45
F -1.4560 -1.4118 0.1853 -0.28
S -1.1425 0.1440 -0.4572 0.56
H 0.1980 0.1120 -0.2260 0.18
```

Calculated values
Spin multiplicity ... 1
HOMO-LUMO gap ... 10.84 eV
HOMO level ... -10.76 eV



--- B ---
ORCA calculation (ωB97M-V/def2-TZVPD) on a 2-piece molecular cluster, FHOS overall.

XYZ file:
```
4
Properties=species:S:1:pos:R:3:mulliken_charge:R:1
O 1.2932 0.2169 0.0914 -0.25
F -1.9780 -0.3690 0.1915 -0.40
S 2.6782 -0.2174 0.1824 0.25
H -1.9934 0.3696 -0.4653 0.40
```

Calculated values
Spin multiplicity ... 1
SMILES ... O=S.F
HOMO-LUMO gap (alpha / beta) ... 7.79 / 7.79 eV
HOMO level (alpha / beta) ... -9.26 / -9.26 eV



Most favorable structure: A. The second most favorable one is 0.0259 hartree above it.